Here is an isolated ion of composition C22H31Cl2N10 and charge +1 from the Open Molecules 2025 dataset. Energies are from ωB97M-V/def2-TZVPD.

Results
E in eV: -63261.2382
Energy relative to the best compared isomer or geometry (same formula, charge and spin) in kcal/mol: 2.4
Gap between HOMO and LUMO in eV: 8.77
SMILES: N/C(=N/C(=[NH2+])Nc1ccc(Cl)cc1)NCCCCCCN/C(N)=N\C(N)=N\c1ccc(Cl)cc1

```
! RIJCOSX wB97M-V def2-TZVPD def2/J DEFGRID3
* xyz 1 1
N 0.042 -1.606 2.120
C 0.689 -1.296 0.989
N 1.812 -1.955 0.720
C 2.999 -1.551 0.391
N 3.853 -2.442 -0.134
N 3.427 -0.285 0.629
C 4.731 0.237 0.483
C 5.856 -0.467 0.904
C 7.115 0.082 0.750
C 7.258 1.342 0.185
Cl 8.828 2.022 -0.009
C 6.138 2.062 -0.210
C 4.881 1.510 -0.060
N 0.134 -0.407 0.173
C 0.563 -0.139 -1.184
C 0.286 -1.309 -2.137
C -1.145 -1.841 -2.049
C -2.201 -0.771 -2.321
C -3.611 -1.346 -2.474
C -4.060 -2.192 -1.278
N -3.870 -1.471 -0.037
C -3.162 -1.879 1.032
N -2.858 -3.204 1.149
N -2.767 -1.084 1.982
C -2.814 0.286 1.866
N -3.508 0.921 2.838
N -2.135 0.860 0.929
C -2.127 2.234 0.706
C -3.304 2.971 0.556
C -3.260 4.313 0.236
C -2.035 4.940 0.065
Cl -1.976 6.622 -0.328
C -0.856 4.223 0.206
C -0.904 2.880 0.518
H -0.951 -1.389 2.232
H 0.455 -2.303 2.715
H 3.519 -3.369 -0.325
H 4.770 -2.165 -0.437
H 2.720 0.378 0.913
H 5.750 -1.426 1.388
H 7.986 -0.461 1.079
H 6.253 3.047 -0.632
H 4.010 2.070 -0.365
H -0.791 0.009 0.450
H 1.634 0.090 -1.216
H 0.019 0.747 -1.512
H 0.972 -2.126 -1.905
H 0.495 -0.970 -3.152
H -1.252 -2.645 -2.780
H -1.296 -2.269 -1.056
H -1.948 -0.244 -3.243
H -2.197 -0.039 -1.511
H -3.661 -1.974 -3.365
H -4.311 -0.520 -2.613
H -3.482 -3.115 -1.249
H -5.120 -2.448 -1.395
H -4.031 -0.476 -0.095
H -2.516 -3.477 2.056
H -3.488 -3.864 0.723
H -3.853 0.379 3.610
H -3.374 1.910 2.975
H -4.260 2.481 0.676
H -4.174 4.873 0.119
H 0.092 4.720 0.072
H 0.012 2.320 0.638
*
```

Atom charges from the natural (NBO) analysis, given in e for atoms 1 to 5: -0.787, 0.667, -0.634, 0.666, -0.782